1.
2 unconnected molecules or ions with the total composition C3H12N2O at a distorted geometry, computed with ωB97M-V/def2-TZVPD.

Calculated values
LUMO energy: 0.034 Eh
frontier orbital gap: 10.3 eV
E_tot: -306.22218 a.u.
relative energy (zero: lowest compared OMol25 entry of this formula, charge and spin): 13.7 kcal/mol
SMILES: CCO.NCN

ORCA input file:
```
! RIJCOSX wB97M-V def2-TZVPD def2/J DEFGRID3
* xyz 0 1
C 1.96923 0.36044 -0.50351
O 2.12799 -0.58460 0.56771
C 1.47625 -0.35121 -1.76207
H 2.88589 0.92982 -0.62844
H 1.17425 1.01385 -0.13856
H 2.75803 -1.23050 0.28554
H 2.21085 -1.09055 -2.08399
H 1.20399 0.37462 -2.52507
H 0.56869 -0.90280 -1.52203
N -1.32453 0.63011 1.88905
C -1.65039 0.27693 0.48474
N -2.85455 -0.49595 0.26520
H -0.81569 -0.16968 2.24659
H -0.74353 1.45218 1.93634
H -0.79710 -0.28788 0.09457
H -1.69998 1.19470 -0.10217
H -3.61155 0.11234 0.52032
H -2.87786 -1.23180 0.97579
*
```

Löwdin population analysis, charges in e, atoms 1 to 2: -0.306 -0.088

2.
2 unconnected molecules or ions with the total composition C9H14N2O3S at a distorted geometry, computed with ωB97M-V/def2-TZVPD.

Calculated values
LUMO energy: 0.023 Eh
frontier orbital gap: 9.4 eV
E_tot: -1084.71508 a.u.
relative energy (zero: lowest compared OMol25 entry of this formula, charge and spin): 27.4 kcal/mol
SMILES: C[C@H](O)/C(O)=N/C(N)=O.Cc1cccs1

ORCA input file:
```
! RIJCOSX wB97M-V def2-TZVPD def2/J DEFGRID3
* xyz 0 1
C -0.40296 -0.85665 -2.26518
C -1.49561 -0.76356 -1.36598
C 0.35919 0.24547 -2.33874
C -1.54825 0.39693 -0.66281
C 1.39381 -1.37458 0.22557
C 1.44653 0.73653 -3.19313
C -2.01427 0.75875 2.91849
C -0.51466 0.67426 2.69340
C -0.15415 -0.40946 1.72646
N 2.50571 -0.95124 -0.42783
N 0.88551 -0.31705 0.99639
O 0.91662 -2.48752 0.11511
O 0.06574 1.89900 2.17635
O -0.90042 -1.51480 1.86474
S -0.36855 1.53407 -1.31741
H -0.21134 -1.67939 -2.79251
H -2.28142 -1.56974 -1.09323
H 2.34723 0.83237 -2.73177
H 1.72099 0.05965 -3.89209
H 1.15061 1.53846 -3.80024
H -2.44752 1.31688 2.05273
H -2.45987 -0.17080 2.89360
H -2.19038 1.05481 3.95999
H 0.08187 0.48614 3.75590
H 3.06801 -0.26015 -0.02902
H 2.97487 -1.73304 -0.80114
H -0.16365 1.87475 1.23954
H -2.19453 0.95958 0.02361
H -0.54277 -2.29659 1.21865
*
```

Löwdin population analysis, charges in e, atoms 1 to 2: -0.146 -0.186

3.
A molecular structure, C19H45ClFeO2P2 at a distorted geometry, computed with ωB97M-V/def2-TZVPD.

Calculated values
LUMO energy (alpha / beta): 0.097 / 0.092 Eh
frontier orbital gap (alpha / beta): 3.2 / 5.9 eV
E_tot: -3307.82994 a.u.
relative energy (zero: lowest compared OMol25 entry of this formula, charge and spin): 44.0 kcal/mol
⟨S²⟩: 8.766

ORCA input file:
```
! RIJCOSX wB97M-V def2-TZVPD def2/J DEFGRID3
* xyz -1 6
Fe 0.28508 -1.58830 1.30692
P -0.35308 -2.85399 -0.38207
C 0.78121 -3.31718 -1.72880
C -0.01744 -3.89453 1.18617
C -2.05105 -2.94820 -1.03730
C 2.02438 -2.41383 -1.76706
H 0.18752 -3.10924 -2.63650
C 1.15102 -4.80398 -1.71630
H 1.76317 -5.07030 -0.84339
H 1.74059 -5.00366 -2.62222
H 0.26590 -5.45094 -1.73631
H 1.75590 -1.34894 -1.75978
H 2.57568 -2.61651 -2.69616
H 2.70619 -2.59873 -0.92466
H -1.97494 -2.32248 -1.94445
C -3.11449 -2.30921 -0.13952
C -2.40938 -4.37573 -1.45817
H -1.80751 -4.70042 -2.31648
H -3.46490 -4.39069 -1.75773
H -2.26928 -5.09515 -0.63727
H -2.86067 -1.27967 0.16338
H -3.30369 -2.89405 0.77069
H -4.05796 -2.26775 -0.70072
C 1.45389 -3.80476 1.65167
H -0.26031 -4.89450 0.81348
C -0.96471 -3.47141 2.32422
H 2.18223 -4.07530 0.87688
H 1.55237 -4.49425 2.50207
H 1.71417 -2.79041 2.04421
H -0.83404 -2.40518 2.64783
H -0.71206 -4.08375 3.19850
H -2.01952 -3.62521 2.07133
Cl 1.34764 -0.21536 2.54773
H 0.38978 -0.57905 -0.00327
H -0.45870 -0.72582 0.03252
P 0.63190 3.13479 -0.31040
C -0.69628 3.61384 -1.44801
C 0.62745 3.91049 1.34895
C 2.25064 2.91417 -1.10539
C -1.85908 2.61473 -1.28816
H -0.25733 3.45643 -2.45336
C -1.11694 5.07721 -1.32553
H -1.65123 5.27394 -0.38828
H -1.79858 5.29917 -2.15869
H -0.25406 5.75065 -1.40332
H -1.56957 1.64048 -1.70083
H -2.74548 2.97709 -1.82632
H -2.12890 2.42885 -0.23792
H 1.97836 2.39087 -2.04048
C 3.18664 1.97950 -0.31247
C 2.86002 4.26769 -1.47841
H 2.27944 4.74957 -2.27458
H 3.87425 4.09736 -1.85896
H 2.92074 4.94738 -0.61867
H 2.64025 1.26985 0.32561
H 3.88992 2.54388 0.30937
H 3.77427 1.38961 -1.02546
C -0.67495 3.57669 2.08385
H 0.68566 5.00214 1.16634
C 1.80473 3.45818 2.21656
H -1.57534 3.90390 1.55232
H -0.67223 4.08814 3.05796
H -0.76791 2.49315 2.25290
H 1.76428 2.36895 2.37588
H 1.71916 3.95166 3.19287
H 2.77727 3.72832 1.79018
O -3.31818 2.03223 2.57171
C -3.20515 0.88948 2.06335
O -2.38208 0.47462 1.18459
H -3.93467 0.12349 2.43333
*
```

Löwdin population analysis, charges in e, atoms 1 to 2: 0.036 0.911

4.
C5H7N3O4 in the gas phase at a distorted geometry, computed with ωB97M-V/def2-TZVPD.

Calculated values
LUMO energy: -0.022 Eh
frontier orbital gap: 9.0 eV
E_tot: -659.75525 a.u.
relative energy (zero: lowest compared OMol25 entry of this formula, charge and spin): 155.3 kcal/mol

ORCA input file:
```
! RIJCOSX wB97M-V def2-TZVPD def2/J DEFGRID3
* xyz 0 1
C 0.67906 1.01668 1.52276
C 2.94798 -0.17232 0.19329
C 0.48882 0.21465 0.31664
C -0.24340 1.34946 -0.54193
C -0.34779 -1.06519 0.58929
N 1.63788 -0.26689 -0.35243
N 2.88325 0.65387 1.28437
N 4.05047 0.83218 2.01894
O 5.03958 0.24181 1.61781
O 0.43245 1.65743 2.44881
O 3.86204 -0.69502 -0.29950
O 3.95642 1.54209 2.98937
H -0.29251 1.00669 -1.60441
H 0.42682 2.18202 -0.48551
H -1.23921 1.51355 -0.20635
H -1.45328 -0.97560 0.93515
H 0.21935 -1.60690 1.36501
H -0.43123 -1.38769 -0.37748
H 1.35358 -0.97868 -1.08002
*
```

Löwdin population analysis, charges in e, atoms 1 to 2: -0.003 -0.579